Density functional theory data (the ωB97M-V functional and the def2-TZVPD basis) for a molecular structure, C35H79Br3F2IN6O2P.

Results
* DFT total energy: -283562.0442 eV
* orbital gap: 8.0 eV
* E_HOMO: -8.05 eV

Last column: Löwdin charge in e.
Cartesian coordinates (Å):
C: -6.212 -1.662 0.884  -0.1029
C: -4.921 -1.028 1.416  -0.2931
C: -3.677 -1.543 0.689  -0.3706
N: -3.349 -2.967 0.915  -0.4872
I: -4.051 -3.799 2.651  1.1341
C: -3.604 -3.779 -0.271  -0.3406
C: -3.162 -5.255 -0.289  -0.7173
C: -4.261 -6.270 0.094  -0.1628
Br: -1.513 -5.617 0.686  0.7064
C: -2.445 -0.601 0.902  -0.4682
O: -2.787 0.744 0.450  -0.1580
C: -3.256 0.966 -0.809  -0.4916
F: -3.036 2.268 -1.071  0.0985
F: -4.623 0.805 -0.871  0.0639
C: -2.135 -0.440 2.410  -0.6486
Br: -2.924 1.106 3.208  0.8031
C: -1.471 -1.299 3.204  -0.7818
C: -0.765 -2.566 2.817  -0.2049
Br: -1.352 -0.997 5.072  0.7339
P: -0.987 -0.861 -0.313  0.9413
N: 0.266 -0.245 0.687  -0.1339
O: -0.671 -2.466 -0.304  -0.3275
H: -6.190 -2.753 0.890  0.0244
H: -6.367 -1.344 -0.154  0.0802
H: -7.074 -1.316 1.458  0.0797
H: -4.999 0.047 1.237  0.0929
H: -4.827 -1.127 2.500  0.0489
H: -3.937 -1.453 -0.375  0.1296
H: -3.117 -3.270 -1.108  0.1131
H: -4.682 -3.802 -0.506  0.1148
H: -2.877 -5.454 -1.324  0.0790
H: -4.659 -6.737 -0.808  0.0773
H: -5.080 -5.781 0.628  0.0323
H: -3.868 -7.042 0.759  0.0448
H: -2.812 0.358 -1.594  0.1186
H: 0.256 -2.345 2.497  0.0769
H: -0.693 -3.231 3.680  0.0543
H: -1.272 -3.103 2.022  -0.0297
H: 1.082 -0.094 0.102  0.0363
H: 0.001 0.667 1.049  0.0513
H: 0.261 -2.665 -0.179  0.0556
C: -0.109 4.117 -1.552  -0.0691
C: -0.986 5.109 -2.302  -0.2627
N: -0.294 6.290 -2.796  -0.1964
C: -1.204 7.315 -3.277  -0.2511
C: -2.061 7.004 -4.511  -0.0854
C: 0.876 6.041 -3.618  -0.2409
C: 0.700 5.183 -4.879  -0.0733
H: 0.392 4.590 -0.705  0.0686
H: -0.735 3.308 -1.177  0.0579
H: 0.651 3.669 -2.194  0.0442
H: -1.765 5.461 -1.620  0.1200
H: -1.507 4.563 -3.104  0.1013
H: -0.618 8.218 -3.468  0.1107
H: -1.872 7.564 -2.447  0.1092
H: -1.481 7.037 -5.433  0.0553
H: -2.854 7.749 -4.601  0.0695
H: -2.538 6.026 -4.440  0.0649
H: 1.629 5.559 -2.990  0.0855
H: 1.307 7.010 -3.885  0.1165
H: 0.068 4.315 -4.684  0.0690
H: 1.678 4.813 -5.198  0.0562
H: 0.272 5.724 -5.722  0.0572
C: 3.268 2.480 -3.165  -0.0737
C: 4.109 3.615 -3.732  -0.2669
N: 5.526 3.492 -3.445  -0.1975
C: 6.292 4.680 -3.775  -0.2593
C: 6.407 5.086 -5.250  -0.0802
C: 6.130 2.221 -3.804  -0.2454
C: 6.066 1.780 -5.273  -0.0789
H: 3.397 2.399 -2.086  0.0567
H: 2.214 2.671 -3.371  0.0548
H: 3.515 1.518 -3.615  0.0700
H: 3.758 4.551 -3.284  0.1057
H: 3.899 3.692 -4.812  0.0971
H: 7.295 4.558 -3.357  0.1107
H: 5.842 5.513 -3.225  0.1037
H: 7.099 4.449 -5.799  0.0565
H: 6.784 6.108 -5.318  0.0713
H: 5.442 5.060 -5.757  0.0666
H: 5.664 1.444 -3.194  0.0997
H: 7.173 2.252 -3.477  0.1153
H: 5.081 1.959 -5.707  0.0671
H: 6.267 0.710 -5.346  0.0716
H: 6.803 2.290 -5.891  0.0554
C: 3.775 4.217 3.832  -0.0906
C: 4.761 4.126 2.678  -0.2752
N: 4.161 3.633 1.450  -0.1953
C: 5.130 3.295 0.422  -0.2418
C: 5.932 4.436 -0.202  -0.0810
C: 2.986 4.362 0.994  -0.2485
C: 3.120 5.867 0.721  -0.0758
H: 3.299 3.253 4.016  0.0792
H: 4.300 4.519 4.739  0.0723
H: 2.994 4.956 3.652  0.0634
H: 5.550 3.421 2.950  0.1161
H: 5.252 5.104 2.552  0.1016
H: 4.603 2.771 -0.380  0.0874
H: 5.820 2.560 0.849  0.1117
H: 5.314 5.015 -0.885  0.0433
H: 6.761 4.037 -0.789  0.0662
H: 6.349 5.110 0.548  0.0701
H: 2.199 4.223 1.738  0.1002
H: 2.621 3.868 0.089  0.0965
H: 3.697 6.370 1.499  0.0671
H: 2.131 6.328 0.697  0.0703
H: 3.595 6.074 -0.237  0.0523
C: -4.398 -11.851 4.023  -0.0916
C: -3.966 -10.436 3.671  -0.2762
N: -4.432 -9.439 4.618  -0.2011
C: -4.251 -8.077 4.151  -0.2481
C: -2.823 -7.555 3.950  -0.0934
C: -4.094 -9.684 6.009  -0.2471
C: -2.609 -9.815 6.377  -0.0818
H: -5.483 -11.914 4.116  0.0793
H: -4.081 -12.537 3.237  0.0720
H: -3.952 -12.199 4.955  0.0632
H: -4.392 -10.175 2.698  0.1158
H: -2.872 -10.424 3.539  0.1015
H: -4.780 -7.412 4.840  0.1121
H: -4.783 -7.994 3.196  0.1032
H: -2.334 -7.321 4.895  0.0602
H: -2.853 -6.635 3.364  -0.0102
H: -2.198 -8.263 3.405  0.0688
H: -4.606 -10.596 6.323  0.0991
H: -4.546 -8.885 6.602  0.1136
H: -2.066 -10.429 5.657  0.0662
H: -2.512 -10.293 7.354  0.0704
H: -2.110 -8.849 6.438  0.0543

Cartesian forces, eV/Å:
C 0.22 0.20 -0.24
C -0.33 0.37 -0.08
C -0.23 0.18 -0.13
N 0.25 0.12 -0.01
I -0.06 -0.12 0.14
C -0.29 -0.14 -0.10
C -0.30 -0.12 -0.30
C 0.13 0.23 0.35
Br 0.13 0.09 -0.01
C 0.04 -0.26 0.42
O -0.05 0.07 -0.09
C -0.48 0.15 -0.06
F 0.10 0.06 -0.01
F 0.27 0.02 0.01
C 0.08 -0.26 0.18
Br 0.05 0.02 -0.05
C -0.25 0.13 -0.51
C 0.21 -0.13 0.07
Br 0.06 0.06 0.06
P -0.17 -0.28 0.04
N 0.05 -0.06 -0.27
O -0.04 0.09 -0.07
H -0.06 0.04 0.15
H 0.01 -0.05 0.11
H 0.05 -0.12 0.03
H 0.10 -0.15 0.09
H 0.04 -0.18 -0.12
H 0.14 -0.13 0.03
H 0.12 0.00 0.21
H 0.08 -0.01 -0.08
H 0.03 0.04 0.18
H -0.02 -0.03 0.05
H 0.08 -0.07 -0.12
H -0.06 0.00 -0.19
H -0.04 -0.06 0.05
H -0.04 0.11 0.01
H -0.10 0.11 -0.11
H 0.02 0.17 -0.15
H 0.07 0.15 0.07
H 0.04 -0.01 0.25
H 0.13 -0.17 0.22
C 0.07 0.09 -0.02
C -0.08 -0.07 -0.08
N 0.01 -0.09 0.10
C -0.05 0.15 0.03
C 0.01 0.04 -0.02
C 0.10 -0.08 -0.01
C 0.12 -0.03 -0.03
H 0.01 0.04 -0.03
H 0.00 0.00 0.04
H 0.01 0.04 0.00
H -0.04 0.02 -0.03
H -0.02 -0.01 0.02
H 0.03 -0.01 -0.01
H 0.00 -0.05 0.01
H 0.02 -0.05 0.01
H 0.01 0.01 0.00
H 0.00 -0.01 0.01
H -0.04 -0.03 0.06
H -0.06 0.02 -0.03
H 0.02 -0.03 0.01
H -0.02 -0.01 -0.02
H -0.07 0.05 0.07
C -0.02 0.00 -0.03
C -0.09 -0.06 -0.10
N -0.05 -0.05 0.02
C 0.01 0.13 0.06
C 0.04 0.01 0.01
C 0.05 -0.13 0.03
C 0.06 -0.01 0.01
H 0.01 -0.02 0.00
H 0.02 0.01 -0.01
H 0.01 0.00 -0.01
H 0.09 0.05 -0.03
H -0.01 0.03 0.01
H 0.01 -0.03 -0.01
H -0.04 -0.02 -0.01
H -0.03 -0.04 -0.01
H 0.00 0.00 0.01
H -0.02 0.00 0.01
H -0.03 0.03 0.01
H 0.01 0.05 -0.03
H -0.02 -0.01 0.02
H 0.00 0.00 0.01
H -0.04 0.05 -0.01
C 0.02 0.00 0.03
C 0.01 0.03 0.02
N -0.07 -0.01 -0.02
C 0.05 -0.11 -0.03
C 0.07 0.07 -0.06
C -0.11 0.03 -0.03
C -0.03 -0.02 -0.03
H -0.02 0.00 -0.03
H 0.00 -0.02 0.01
H 0.00 0.02 -0.01
H 0.03 0.01 -0.03
H -0.01 0.00 0.00
H -0.02 0.00 0.02
H 0.00 0.06 0.08
H 0.03 0.06 0.00
H -0.02 -0.04 0.00
H -0.02 -0.02 0.04
H 0.01 -0.02 0.02
H 0.05 -0.04 -0.02
H -0.01 0.00 0.03
H -0.01 -0.01 -0.01
H 0.05 0.01 0.02
C 0.00 -0.02 -0.03
C 0.04 -0.05 0.00
N 0.01 0.00 -0.02
C -0.07 0.12 -0.08
C -0.04 0.04 0.04
C 0.00 -0.05 0.13
C -0.02 0.04 0.05
H -0.01 0.02 0.03
H -0.01 0.00 -0.01
H 0.01 0.00 0.01
H 0.03 0.04 -0.01
H -0.01 0.00 0.01
H 0.01 -0.02 0.03
H 0.01 -0.04 -0.01
H 0.02 -0.05 0.01
H 0.03 0.01 -0.01
H -0.01 -0.02 -0.01
H 0.00 -0.02 -0.04
H 0.02 0.04 -0.03
H -0.01 -0.03 0.00
H -0.01 0.00 0.00
H 0.02 0.00 -0.06